{"formula": "C4H15N2O", "method": "wB97M-V/def2-TZVPD", "symbols": ["C", "N", "C", "N", "C", "C", "H", "H", "H", "H", "H", "H", "H", "H", "H", "H", "H", "H", "H", "H", "H", "O"], "xyz": [[-0.0276, 0.2733, -2.4957], [-0.0556, -1.1285, -2.9336], [0.2290, 0.3884, -0.9786], [1.6068, -0.0288, -0.5830], [1.7598, -0.1058, 0.9264], [1.5856, 1.2030, 1.6416], [0.9027, 0.6818, -2.9007], [-0.8817, 0.9072, -2.7311], [0.0671, -1.1077, -3.9350], [-0.9024, -1.5551, -2.5789], [0.0356, 1.3994, -0.6013], [-0.4247, -0.2027, -0.3628], [1.7094, -1.0135, -0.8626], [2.4168, 0.3660, -1.0601], [2.8025, -0.4126, 1.0730], [1.0763, -0.8868, 1.2369], [1.8916, 2.0777, 1.0633], [0.6072, 1.3925, 2.0680], [2.2294, 1.2200, 2.5292], [-6.0584, -0.9625, 4.3310], [-4.8739, -1.0025, 3.5271], [-5.6955, -1.5028, 3.6269]], "total_charge": 1, "lumo_energy_ha": -0.11268, "energy_ha": -345.8900, "orbital_gap_ev": 10.347, "e_above_lowest_kj_mol": 146.2, "multiplicity": 1, "homo_energy_ev": -13.41}